C22H36N2O19 | the ωB97M-V functional and the def2-TZVPD basis

## Properties
E_LUMO: -1.34 eV

Geometry (Å):
C1 -2.4224 -3.5782 -1.1548
N1 -2.2491 -2.1511 -0.6836
O1 -3.2351 -1.5060 -0.7696
O2 -1.1231 -1.6474 -0.3720
H1 -3.4192 -3.6999 -1.5786
H2 -2.3234 -4.2487 -0.3011
H3 -1.6538 -3.8526 -1.8773
C2 3.3260 1.8258 0.7956
N2 4.0022 0.5294 1.0824
O3 4.8643 0.1078 0.3236
O4 3.7238 0.0095 2.1789
H4 3.8951 2.2253 -0.0438
H5 3.4410 2.5352 1.6152
H6 2.2851 1.6089 0.5557
C3 -2.8867 -0.2884 -2.0051
C4 -1.7879 0.7375 -2.3334
C5 -0.8478 0.4742 -3.5098
O5 -0.6401 1.6928 -3.9931
C6 -1.5483 2.5599 -3.4158
O6 -1.5389 3.8571 -3.6300
O7 -2.2559 1.9251 -2.5640
H7 -3.1513 0.0661 -1.0089
H8 -2.6723 -1.3368 -1.7977
H9 -3.7204 -0.2930 -2.7072
H10 -1.2802 1.0211 -1.4114
H11 -1.2514 -0.1877 -4.2761
H12 0.0594 0.1601 -2.9938
C7 -3.1094 0.9816 1.4494
C8 -3.2482 -0.2106 2.3474
C9 -4.5794 -0.8956 2.5715
O8 -4.3997 -2.1969 2.0667
C10 -3.2038 -2.3499 1.4774
O9 -2.7397 -3.4403 0.9869
O10 -2.4971 -1.2955 1.7229
H13 -2.0936 1.3739 1.4024
H14 -3.5875 1.9130 1.7526
H15 -3.3470 0.8076 0.3999
H16 -2.8981 0.0645 3.3423
H17 -5.3122 -0.2698 2.0621
H18 -4.6843 -1.0026 3.6512
C11 3.1055 -3.9145 4.1635
C12 3.0139 -2.6896 3.2232
C13 1.7041 -2.8209 2.3866
O11 1.0813 -1.7122 2.9052
C14 1.8626 -0.8583 3.5417
O12 1.7794 0.3498 3.7999
O13 2.9754 -1.5012 3.8239
H19 3.1901 -4.8970 3.6991
H20 2.2785 -3.9939 4.8693
H21 3.9966 -3.9182 4.7911
H22 3.9453 -2.7653 2.6621
H23 1.2265 -3.7759 2.6057
H24 2.0425 -2.6014 1.3740
C15 1.9602 4.7979 -3.0904
C16 2.2324 3.2785 -2.9271
C17 1.0086 2.2758 -3.2814
O14 1.7253 1.1566 -3.7944
C18 2.8822 1.5827 -4.2686
O15 3.5676 0.9161 -5.0792
O16 3.1801 2.7794 -3.8930
H25 2.2591 5.4241 -2.2497
H26 0.8753 4.8983 -3.1198
H27 2.2792 5.0075 -4.1114
H28 2.4451 3.0883 -1.8751
H29 0.2483 2.6119 -3.9866
H30 0.4017 2.0658 -2.4007
C19 -0.1153 -0.1790 2.4314
C20 0.6387 0.0206 1.0939
C21 -0.2521 -0.2579 -0.0481
O17 0.1382 0.6052 -1.0876
C22 0.8418 1.5668 -0.5116
O18 1.2230 2.5485 -1.0980
O19 0.8660 1.3446 0.8015
H31 -1.0147 0.4324 2.5047
H32 0.4879 0.3059 3.1990
H33 -0.1766 -1.2459 2.6462
H34 1.6288 -0.4340 1.0574
H35 -1.3078 -0.2161 0.2199
H36 -0.1144 -1.3008 -0.3336

C24H17N4OS | the ωB97M-V functional and the def2-TZVPD basis

## Properties
E_LUMO: -4.26 eV
Charge: +1

Geometry (Å):
C1 3.0733 2.9181 -1.0936
C2 1.8793 2.5154 -0.2127
C3 0.8921 3.4474 0.0850
C4 -0.1948 3.0392 0.8547
C5 -0.2214 1.7421 1.3554
N1 0.7669 0.8869 1.1094
C6 0.5277 -0.5121 1.5198
C7 1.5233 -1.0312 2.6096
C8 1.2492 -1.0547 3.9700
C9 2.2476 -1.6059 4.8226
N2 3.0059 -2.0716 5.5772
C10 0.0603 -0.4314 4.4438
N3 -0.9564 0.1112 4.6652
C11 0.6438 -1.4508 0.2840
O1 1.7538 -1.7683 -0.0490
N4 -0.4524 -1.5984 -0.5786
C12 -0.2163 -1.5454 -1.9546
C13 0.2725 -2.6486 -2.6808
C14 0.6160 -2.4977 -4.0513
C15 0.4265 -1.2749 -4.7076
C16 -0.1012 -0.1917 -3.9959
C17 -0.4402 -0.3077 -2.6340
S1 -1.1602 1.0499 -1.7071
C18 -2.1460 0.1083 -0.6182
C19 -3.3827 0.6222 -0.1383
C20 -4.1609 -0.1512 0.7481
C21 -3.6643 -1.3609 1.2737
C22 -2.4376 -1.8799 0.8101
C23 -1.6990 -1.1465 -0.1455
C24 1.7904 1.2319 0.3331
H1 3.8111 3.4979 -0.5154
H2 3.6666 2.0145 -1.4492
H3 2.8366 3.5256 -1.9509
H4 1.0100 4.4289 -0.3085
H5 -1.0057 3.7044 1.0874
H6 -1.0848 1.4687 2.0025
H7 -0.5086 -0.5405 1.8677
H8 2.4548 -1.4822 2.2867
H9 0.4775 -3.6137 -2.1475
H10 1.0454 -3.3813 -4.5657
H11 0.5765 -1.1103 -5.7676
H12 -0.1701 0.7355 -4.5230
H13 -3.7605 1.5958 -0.4000
H14 -5.0917 0.1918 1.2037
H15 -4.2733 -1.9003 1.9963
H16 -2.0415 -2.8047 1.1869
H17 2.5628 0.5265 0.1022

- E_LUMO of number 1 (C22H36N2O19)?
  -1.34 eV

Repeat the second record exactly.
C24H17N4OS | the ωB97M-V functional and the def2-TZVPD basis

## Properties
E_LUMO: -4.26 eV
Charge: +1

Geometry (Å):
C1 3.0733 2.9181 -1.0936
C2 1.8793 2.5154 -0.2127
C3 0.8921 3.4474 0.0850
C4 -0.1948 3.0392 0.8547
C5 -0.2214 1.7421 1.3554
N1 0.7669 0.8869 1.1094
C6 0.5277 -0.5121 1.5198
C7 1.5233 -1.0312 2.6096
C8 1.2492 -1.0547 3.9700
C9 2.2476 -1.6059 4.8226
N2 3.0059 -2.0716 5.5772
C10 0.0603 -0.4314 4.4438
N3 -0.9564 0.1112 4.6652
C11 0.6438 -1.4508 0.2840
O1 1.7538 -1.7683 -0.0490
N4 -0.4524 -1.5984 -0.5786
C12 -0.2163 -1.5454 -1.9546
C13 0.2725 -2.6486 -2.6808
C14 0.6160 -2.4977 -4.0513
C15 0.4265 -1.2749 -4.7076
C16 -0.1012 -0.1917 -3.9959
C17 -0.4402 -0.3077 -2.6340
S1 -1.1602 1.0499 -1.7071
C18 -2.1460 0.1083 -0.6182
C19 -3.3827 0.6222 -0.1383
C20 -4.1609 -0.1512 0.7481
C21 -3.6643 -1.3609 1.2737
C22 -2.4376 -1.8799 0.8101
C23 -1.6990 -1.1465 -0.1455
C24 1.7904 1.2319 0.3331
H1 3.8111 3.4979 -0.5154
H2 3.6666 2.0145 -1.4492
H3 2.8366 3.5256 -1.9509
H4 1.0100 4.4289 -0.3085
H5 -1.0057 3.7044 1.0874
H6 -1.0848 1.4687 2.0025
H7 -0.5086 -0.5405 1.8677
H8 2.4548 -1.4822 2.2867
H9 0.4775 -3.6137 -2.1475
H10 1.0454 -3.3813 -4.5657
H11 0.5765 -1.1103 -5.7676
H12 -0.1701 0.7355 -4.5230
H13 -3.7605 1.5958 -0.4000
H14 -5.0917 0.1918 1.2037
H15 -4.2733 -1.9003 1.9963
H16 -2.0415 -2.8047 1.1869
H17 2.5628 0.5265 0.1022

- The lowest E_LUMO belongs to which entry?
  C24H17N4OS